# C11H11ClN2O3S6W

C11H11ClN2O3S6W as an isolated structure at a distorted geometry (ωB97M-V/def2-TZVPD, OMol25).

Results
LUMO level (alpha / beta) ... -4.74 / -5.02 eV
Energy relative to the best compared isomer or geometry (same formula, charge and spin) ... 0.0 kcal per mole
Maximum force ... 0.0394 Eh/bohr
Multiplicity ... 2
Charge ... +1
Frontier orbital gap (alpha / beta) ... 6.28 / 5.97 eV
⟨S²⟩ ... 0.76

Last column: Mulliken spin population.
Geometry (Å):
W (-0.2793, -0.4627, 0.0969)  0.84
O (0.0346, 0.1262, 1.9867)  -0.01
N (1.2129, 0.6219, 2.4261)  0.01
C (1.1998, 1.2799, 3.6032)  0.00
C (2.3592, 1.7571, 4.1364)  0.00
C (3.5556, 1.5516, 3.4393)  0.00
C (3.5380, 0.8883, 2.2370)  0.01
C (2.3359, 0.4106, 1.7035)  0.00
S (2.2256, -0.3618, 0.1761)  0.00
H (0.2271, 1.3888, 4.0577)  0.00
H (2.3389, 2.2858, 5.0769)  0.00
H (4.4896, 1.9204, 3.8398)  0.00
H (4.4375, 0.7236, 1.6619)  0.00
S (0.2175, 2.9619, -2.9545)  0.05
C (0.0491, 1.8078, -1.8492)  -0.01
S (0.0823, 0.0790, -2.1566)  -0.04
S (-0.1589, 1.9816, -0.1383)  0.03
S (-2.6058, 0.0299, 0.2414)  -0.02
C (-2.7518, -1.5480, 0.8879)  0.07
N (-2.7252, -1.7865, 2.1837)  0.05
C (-2.8254, -3.1937, 2.5795)  0.00
C (-3.6474, -3.8469, 1.4828)  0.00
S (-3.1039, -2.9709, -0.0375)  0.03
H (-2.8136, -1.0235, 2.8404)  0.00
H (-3.2810, -3.2910, 3.5617)  0.00
H (-1.8159, -3.6092, 2.6051)  0.00
H (-4.7164, -3.6768, 1.5972)  0.00
H (-3.4512, -4.9105, 1.3803)  0.00
Cl (2.4896, -4.3613, -0.1974)  0.01
C (0.7054, -4.4078, -0.1722)  0.01
C (0.2568, -2.9893, -0.0067)  0.01
O (0.0286, -2.2528, -1.0220)  -0.01
O (0.1250, -2.4522, 1.1219)  -0.02
H (0.3871, -5.0140, 0.6698)  0.00
H (0.3564, -4.8222, -1.1127)  0.00

Forces on the atoms, in the same order (eV/Å):
W 1.93 0.44 -0.42
O -0.03 -0.16 -0.14
N 0.31 0.05 -0.09
C -0.18 0.08 0.19
C 0.05 0.01 0.01
C 0.00 -0.09 -0.16
C 0.11 0.10 0.16
C -0.16 -0.13 -0.26
S -0.20 -0.07 0.40
H -0.01 -0.02 -0.03
H -0.05 -0.01 0.00
H 0.00 0.00 0.00
H 0.01 0.01 0.02
S -0.03 -0.09 0.04
C 0.15 0.33 -0.23
S -0.13 0.15 -0.02
S -0.31 -0.17 -0.09
S -0.15 -0.18 0.21
C -0.67 -0.28 0.18
N -0.46 -0.09 0.10
C 0.10 -0.09 -0.04
C 0.12 0.04 -0.19
S -0.04 -0.02 0.09
H 0.32 0.01 0.01
H -0.04 0.08 -0.01
H 0.01 0.00 0.07
H 0.00 -0.02 0.02
H 0.02 0.00 0.02
Cl -0.09 -0.07 -0.01
C 0.22 0.10 -0.07
C -0.12 -0.27 0.20
O -0.21 0.10 0.13
O -0.48 0.19 -0.10
H 0.00 0.02 0.04
H -0.01 0.03 -0.02